# 1
{"formula": "C44H63BrN4P3SSiTi", "method": "ωB97M-V with the def2-TZVPD basis set", "elements": ["Ti", "C", "C", "C", "P", "C", "C", "C", "C", "C", "C", "C", "C", "C", "Si", "C", "C", "C", "C", "C", "C", "P", "C", "C", "C", "C", "C", "C", "C", "C", "C", "C", "C", "C", "P", "C", "C", "C", "C", "C", "C", "H", "H", "H", "H", "H", "H", "H", "H", "H", "H", "H", "H", "H", "H", "H", "H", "H", "H", "H", "H", "H", "H", "H", "H", "H", "H", "H", "H", "H", "H", "H", "H", "H", "H", "H", "H", "H", "H", "H", "H", "H", "H", "H", "H", "H", "H", "H", "H", "H", "H", "H", "H", "H", "H", "C", "C", "N", "N", "C", "N", "S", "C", "C", "C", "C", "C", "N", "H", "H", "H", "H", "H", "H", "H", "H", "H", "Br"], "coordinates": [[-1.20408, 0.22201, 1.04414], [-2.65436, -2.01545, -5.13956], [-2.50406, -1.20607, -3.85482], [-1.79194, 0.10921, -4.14961], [-1.70501, -2.04153, -2.37415], [-2.32239, -3.78388, -2.53260], [-3.81069, -3.76707, -2.17365], [-1.55707, -4.70645, -1.58697], [0.05379, -2.15104, -2.88525], [0.47524, -3.00706, -3.90618], [1.79132, -3.03124, -4.33563], [2.71750, -2.20441, -3.71805], [2.31854, -1.39549, -2.66607], [0.98813, -1.33301, -2.22727], [0.62093, -0.06088, -0.82040], [2.33496, -0.01637, 0.09635], [3.14123, 1.12281, -0.03613], [4.29502, 1.31103, 0.71256], [4.68983, 0.33923, 1.61902], [3.93419, -0.81763, 1.74106], [2.76705, -1.01696, 1.00030], [1.70599, -2.52254, 1.15231], [2.64084, -3.91238, 0.29239], [1.91065, -4.38551, -0.96571], [4.11647, -3.67329, -0.00563], [1.83967, -3.18816, 2.90364], [3.17023, -3.70240, 3.45402], [1.17652, -2.27417, 3.92769], [0.64855, 1.60202, -1.82400], [1.25653, 1.65039, -3.08581], [1.23914, 2.77907, -3.88544], [0.60385, 3.92515, -3.43513], [0.01702, 3.92078, -2.18307], [0.02575, 2.78001, -1.37333], [-0.61919, 2.84650, 0.34763], [0.75924, 3.83499, 1.15199], [0.59307, 4.12279, 2.65277], [1.16113, 5.13979, 0.46053], [-2.18880, 3.87341, 0.43332], [-2.34607, 4.57890, 1.78034], [-2.56675, 4.82513, -0.69778], [-3.13731, -1.40249, -5.90595], [-3.26183, -2.91048, -5.00805], [-1.68098, -2.31445, -5.53348], [-3.50378, -0.95542, -3.48008], [-0.79103, -0.07209, -4.54781], [-1.68838, 0.72679, -3.25662], [-2.35037, 0.68482, -4.89256], [-2.20986, -4.15119, -3.55586], [-3.94479, -3.41173, -1.14882], [-4.23307, -4.77234, -2.24385], [-4.38734, -3.11572, -2.83356], [-1.53496, -4.29416, -0.57476], [-0.52811, -4.85180, -1.91874], [-2.03808, -5.68722, -1.54340], [-0.24206, -3.66703, -4.37916], [2.09159, -3.69319, -5.13858], [3.75418, -2.20969, -4.03338], [3.07036, -0.78515, -2.17682], [2.85138, 1.89758, -0.73639], [4.88663, 2.20937, 0.57955], [5.58785, 0.46766, 2.21098], [4.26123, -1.57518, 2.43660], [2.55852, -4.72549, 1.02037], [2.13573, -3.74895, -1.81776], [0.82950, -4.37904, -0.82171], [2.21932, -5.40378, -1.21777], [4.23326, -2.85969, -0.72508], [4.55506, -4.57241, -0.44790], [4.69714, -3.41864, 0.87922], [1.18389, -4.06041, 2.77472], [3.86515, -2.89104, 3.67085], [3.66233, -4.40945, 2.78724], [2.98877, -4.21765, 4.40119], [1.75887, -1.36048, 4.05966], [1.13059, -2.77187, 4.90028], [0.16229, -2.01075, 3.63154], [1.74346, 0.76613, -3.47192], [1.71351, 2.75970, -4.85914], [0.57117, 4.81928, -4.04504], [-0.43984, 4.83162, -1.83332], [1.59342, 3.13268, 1.03210], [0.16519, 5.11253, 2.80633], [1.57231, 4.11810, 3.13534], [-0.04352, 3.41440, 3.17696], [0.31404, 5.82574, 0.38164], [1.56990, 4.97916, -0.53366], [1.92857, 5.63763, 1.05918], [-2.93886, 3.08542, 0.41401], [-1.69856, 5.45192, 1.86358], [-2.14704, 3.91818, 2.62521], [-3.37782, 4.92564, 1.87136], [-1.92935, 5.71113, -0.73303], [-3.58854, 5.17094, -0.52116], [-2.54856, 4.33325, -1.66867], [-3.69580, 1.30239, 4.36682], [-2.60788, 1.11633, 3.36159], [-2.81878, 1.02051, 2.08636], [-4.09192, 1.08354, 1.63579], [-4.16162, 0.96468, 0.32147], [-5.41222, 1.03219, -0.20175], [-2.83685, 0.80159, -0.76508], [-1.19744, 1.11505, 3.77515], [-0.81126, 1.41768, 5.07823], [0.53543, 1.53037, 5.37601], [1.46980, 1.35915, 4.36679], [1.02143, 1.03255, 3.10137], [-0.27364, 0.87858, 2.81274], [-4.65827, 1.15741, 3.88808], [-3.66082, 2.31115, 4.78744], [-3.58907, 0.59195, 5.18839], [-6.17862, 0.90050, 0.43800], [-5.53270, 0.70795, -1.14488], [-1.56330, 1.56953, 5.83805], [0.85039, 1.76409, 6.38449], [2.53074, 1.45967, 4.54555], [1.71228, 0.86349, 2.28703], [-2.16301, -2.03135, 1.45057]], "forces_ev_per_a": [[-0.21, -0.82, -1.69], [0.01, 0.02, 0.01], [-0.02, -0.08, 0.00], [0.08, 0.05, 0.03], [-0.01, 0.12, 0.01], [-0.07, 0.03, 0.04], [0.01, 0.00, 0.00], [-0.02, -0.02, -0.11], [-0.05, -0.04, -0.08], [-0.01, 0.00, -0.04], [-0.02, 0.00, -0.03], [0.04, -0.01, 0.02], [0.07, 0.04, -0.04], [-0.01, -0.03, 0.11], [0.37, 0.27, -0.07], [-0.02, 0.08, -0.03], [-0.02, 0.01, 0.05], [0.02, -0.01, 0.02], [-0.02, 0.02, -0.02], [-0.03, 0.00, 0.05], [0.03, -0.12, -0.05], [0.09, 0.03, -0.07], [-0.02, -0.03, -0.06], [-0.08, 0.02, 0.14], [-0.03, 0.03, -0.04], [-0.05, 0.01, -0.05], [0.01, -0.01, -0.01], [0.06, 0.02, -0.02], [-0.04, -0.10, -0.07], [-0.05, -0.03, -0.04], [-0.01, 0.03, -0.01], [0.01, -0.01, 0.00], [0.02, 0.01, 0.00], [-0.03, 0.06, 0.02], [0.08, 0.01, -0.03], [0.01, -0.03, 0.00], [-0.02, 0.00, 0.01], [0.03, -0.02, -0.02], [-0.02, -0.03, 0.02], [-0.03, 0.00, 0.00], [-0.01, 0.00, 0.00], [0.00, 0.00, 0.00], [0.00, -0.03, 0.02], [0.01, 0.00, 0.00], [0.00, -0.03, 0.01], [0.01, 0.00, -0.01], [0.03, 0.02, -0.02], [0.01, 0.00, 0.00], [0.01, -0.02, -0.02], [0.00, 0.01, 0.00], [0.00, -0.01, 0.00], [0.00, 0.00, -0.01], [0.00, 0.01, 0.01], [-0.23, -0.02, -0.06], [-0.02, -0.01, 0.00], [0.00, 0.00, 0.00], [0.00, 0.00, 0.00], [0.00, 0.00, 0.00], [-0.01, -0.01, 0.00], [0.01, 0.00, -0.03], [-0.01, 0.01, 0.01], [0.00, 0.00, 0.00], [0.03, 0.01, -0.07], [0.02, 0.01, 0.03], [-0.02, -0.02, 0.05], [0.31, 0.00, 0.11], [0.03, -0.02, -0.01], [0.00, 0.01, 0.01], [-0.01, 0.01, -0.01], [0.01, 0.03, 0.07], [0.01, 0.00, 0.07], [-0.03, -0.06, 0.06], [0.04, 0.03, -0.02], [0.00, -0.03, -0.01], [0.00, 0.01, 0.01], [-0.02, 0.00, -0.01], [-0.08, 0.07, -0.05], [-0.01, 0.00, -0.01], [0.00, 0.00, 0.00], [0.00, 0.00, 0.00], [0.03, 0.00, 0.00], [-0.02, -0.02, 0.04], [0.00, -0.01, 0.00], [0.01, 0.00, 0.00], [0.02, -0.03, 0.01], [0.00, 0.01, 0.00], [-0.01, 0.00, -0.02], [0.00, 0.00, 0.00], [0.03, 0.01, -0.02], [0.00, 0.00, -0.01], [0.00, 0.01, 0.00], [-0.01, 0.00, 0.00], [0.00, 0.00, 0.00], [0.00, 0.00, 0.00], [-0.01, 0.00, 0.01], [0.02, -0.07, 0.04], [-0.14, 0.09, -0.06], [-0.39, 0.55, 0.65], [-0.02, 0.01, -0.02], [-0.04, 0.08, 0.02], [0.02, -0.06, 0.00], [-0.03, -0.14, 0.14], [0.07, 0.03, 0.09], [-0.06, -0.02, -0.07], [0.06, -0.02, -0.05], [-0.04, 0.00, 0.04], [-0.03, -0.17, 0.01], [0.10, 0.20, 0.84], [0.01, 0.00, 0.01], [-0.01, 0.00, 0.00], [0.01, 0.00, 0.00], [0.00, 0.03, 0.01], [0.00, 0.02, -0.01], [0.01, 0.03, 0.01], [0.00, 0.01, 0.00], [0.01, 0.00, 0.00], [0.03, -0.01, -0.02], [0.23, 0.04, 0.29]], "multiplicity": 2, "homo_energy_ev": [-6.99, -6.89], "homo_lumo_gap_ev": [6.23, 6.12], "s2": 0.7572}

---

# 2
{"formula": "BF4H20O10", "method": "ωB97M-V with the def2-TZVPD basis set", "elements": ["B", "F", "F", "F", "F", "O", "H", "H", "O", "H", "H", "O", "H", "H", "O", "H", "H", "O", "H", "H", "O", "H", "H", "O", "H", "H", "O", "H", "H", "O", "H", "H", "O", "H", "H"], "coordinates": [[35.37766, -13.00993, 17.75240], [35.92296, -11.74591, 17.66189], [34.41065, -13.19703, 16.80990], [36.43253, -13.90601, 17.44476], [34.89970, -13.35168, 19.04479], [40.07829, -9.64949, 17.04573], [39.17465, -9.96141, 17.09442], [40.32166, -9.76154, 16.12679], [33.13660, -17.60140, 17.13762], [32.21219, -17.65830, 16.89585], [33.21159, -16.76959, 17.60528], [31.94963, -8.98413, 16.17326], [32.81658, -9.25671, 15.87273], [31.43348, -8.89921, 15.37161], [38.19979, -11.44262, 21.20836], [37.51125, -10.90507, 21.59976], [37.84198, -11.71237, 20.36252], [33.31802, -15.67497, 11.32791], [33.47640, -14.99590, 10.67216], [33.51416, -15.25182, 12.16380], [36.23636, -18.52607, 20.61270], [36.19165, -17.99607, 19.81687], [35.35818, -18.89564, 20.70457], [32.59994, -14.34887, 22.73643], [32.68647, -13.56992, 23.28596], [33.04309, -14.11718, 21.92022], [40.05015, -16.29108, 14.41472], [39.97739, -16.13895, 15.35696], [39.46152, -15.64681, 14.02145], [33.50615, -10.54197, 24.19902], [33.59103, -10.30456, 23.27562], [33.32261, -9.71442, 24.64368], [33.92083, -9.24515, 20.35005], [34.37503, -9.72337, 19.65634], [33.06394, -9.03783, 19.97723]], "forces_ev_per_a": [[1.16, -1.61, 0.32], [-0.05, 1.39, 0.49], [-1.42, 0.13, -0.78], [0.37, -0.38, 0.10], [-0.09, 0.59, -0.06], [0.22, 0.20, 0.10], [-0.31, -0.17, 0.11], [0.06, -0.05, -0.20], [0.08, -0.32, -0.01], [-0.19, -0.01, -0.07], [0.16, 0.37, 0.09], [-0.13, 0.17, 0.19], [0.29, -0.19, 0.02], [-0.15, 0.00, -0.16], [0.31, 0.06, 0.20], [-0.19, 0.08, 0.07], [-0.17, -0.19, -0.32], [-0.11, -0.21, -0.13], [0.04, 0.14, -0.16], [0.07, 0.06, 0.32], [0.21, -0.17, 0.19], [0.01, 0.24, -0.22], [-0.21, -0.05, 0.02], [-0.22, -0.23, 0.12], [0.06, 0.23, 0.17], [0.20, 0.04, -0.31], [0.24, -0.18, -0.19], [-0.07, 0.04, 0.27], [-0.19, 0.15, -0.06], [-0.04, -0.24, 0.19], [0.09, 0.06, -0.42], [-0.04, 0.17, 0.11], [0.02, 0.19, 0.41], [0.20, -0.32, -0.24], [-0.21, 0.01, -0.14]], "charge": -1, "homo_energy_ev": -8.30, "homo_lumo_gap_ev": 10.72}

---

# 3
{"formula": "F4H2O5S2Si2", "method": "ωB97M-V with the def2-TZVPD basis set", "elements": ["O", "O", "O", "O", "O", "F", "F", "F", "F", "Si", "Si", "S", "S", "H", "H"], "coordinates": [[1.43124, -1.95850, 2.62767], [1.02473, -2.48997, 0.32243], [1.91101, -0.61549, -0.91388], [-0.47854, -1.16839, -1.07001], [0.33842, -0.19043, 1.15222], [-1.44987, 1.05159, -0.04363], [-0.09932, -3.48559, -1.27210], [3.53458, 1.22583, -1.18805], [2.67308, 1.19077, 1.02859], [-0.96593, -0.47066, 0.30202], [2.10054, 0.95826, -0.53936], [1.68774, -1.29734, 1.39868], [0.72116, -2.02659, -1.20146], [-2.18992, -1.14398, 0.67910], [0.90911, 1.71530, -0.74580]], "forces_ev_per_a": [[0.00, 0.11, 0.37], [0.30, 0.93, 0.08], [-0.47, 0.42, -0.17], [-2.36, 0.87, -1.37], [1.98, -1.09, 1.66], [0.28, -1.44, 0.02], [-0.45, 0.53, -0.30], [-0.59, 0.80, -0.76], [-1.27, -0.14, -1.51], [-2.95, 3.05, 0.45], [2.74, -1.19, 1.76], [-1.22, -0.39, 0.33], [4.00, -2.94, -0.74], [0.15, -0.25, 0.52], [-0.13, 0.73, -0.35]], "homo_energy_ev": -11.42, "homo_lumo_gap_ev": 11.35}

---

# 4
{"formula": "C5H39N2O13", "method": "ωB97M-V with the def2-TZVPD basis set", "elements": ["C", "C", "C", "C", "N", "C", "N", "H", "H", "H", "H", "H", "H", "H", "H", "H", "H", "H", "H", "H", "H", "H", "O", "H", "H", "O", "H", "H", "O", "H", "H", "O", "H", "H", "O", "H", "H", "O", "H", "H", "O", "H", "H", "O", "H", "H", "O", "H", "H", "O", "H", "H", "O", "H", "H", "O", "H", "H", "O"], "coordinates": [[-1.23002, -2.32537, 1.71420], [-0.49046, -2.12092, 0.40087], [-1.38434, -1.43976, -0.64154], [-1.60763, 0.04129, -0.40920], [-1.25112, 3.19546, 0.03521], [-0.99937, 2.82248, -1.22377], [-0.78542, 0.92590, -1.27312], [-1.60283, -1.46041, 2.27835], [-2.09013, -2.98126, 1.59293], [-0.52116, -2.75185, 2.42530], [0.45504, -1.57697, 0.49104], [-0.20870, -3.14415, 0.15660], [-0.95685, -1.51662, -1.63352], [-2.27266, -2.07642, -0.63408], [-1.56936, 0.40006, 0.61463], [-2.64249, 0.29029, -0.67976], [-2.19527, 3.21835, 0.33968], [-0.48150, 3.19315, 0.69907], [-0.06770, 3.03139, -1.73064], [0.17624, 0.80310, -0.94729], [-3.15677, -1.87682, -2.48762], [0.13760, -1.23374, -3.29516], [-2.74476, -1.22419, -3.05564], [-2.86478, 2.70153, -1.69243], [-3.34205, -0.47981, -2.94739], [-2.01121, 2.82724, -2.12864], [2.85244, -1.80963, 2.78897], [3.29500, -3.16250, 3.35164], [3.09151, -2.26335, 3.58267], [-0.39342, -0.01215, 4.11452], [-1.94648, 0.34432, 3.75412], [-1.03514, 0.63243, 3.77035], [1.61118, 1.97667, -3.04074], [2.49193, 2.95225, -2.21654], [1.75507, 2.34762, -2.18459], [0.77883, 2.67454, 2.93756], [-0.40275, 1.77966, 2.50028], [0.37824, 2.28353, 2.14476], [1.97376, 1.27597, 1.96024], [3.58740, 0.90864, 2.00877], [2.68867, 0.66822, 1.71434], [1.95143, -0.24472, -2.76532], [1.80106, -1.00038, -1.42630], [2.02458, -1.11500, -2.36499], [-1.21794, -0.76698, -3.78691], [-0.70486, 0.70376, -2.28824], [-0.27228, -0.49464, -3.72212], [3.80678, -1.36350, -0.42317], [2.97144, -0.56115, 0.59622], [2.97026, -1.35098, 0.00700], [2.79572, -3.28466, -1.34524], [1.91902, -3.44269, -2.60300], [2.41489, -3.92929, -1.94965], [2.06892, -0.89922, 4.52229], [0.79521, -1.53507, 4.83460], [1.14027, -0.65236, 4.63641], [-4.22307, 2.57988, 0.34764], [-4.70664, 1.20403, -0.12442], [-3.93530, 1.79451, -0.11573]], "forces_ev_per_a": [[0.35, 0.45, 1.09], [-0.16, 0.33, 0.21], [1.24, -1.08, 0.51], [-1.99, 0.70, -1.26], [1.07, 0.52, -0.64], [-1.67, -1.75, -0.98], [2.03, 0.17, 0.77], [0.09, 0.32, -0.66], [0.10, -0.26, -0.07], [-0.16, -0.46, 0.04], [-0.07, 0.04, 0.37], [0.07, 0.09, -0.78], [0.07, -0.29, 0.06], [-0.43, 0.60, -0.09], [0.58, -0.19, 0.24], [0.42, -0.31, -0.03], [-0.28, -0.13, 0.41], [-0.30, 0.05, 0.19], [0.19, 0.08, 0.62], [0.07, 0.16, -0.09], [0.16, -0.53, -0.02], [0.86, -0.71, 0.34], [-0.94, 0.26, -0.15], [-0.10, -0.12, 0.12], [-0.05, 0.34, -0.34], [0.07, 0.97, 0.17], [-0.19, 0.27, -1.10], [0.15, -0.51, -0.22], [0.16, 0.23, 1.06], [-0.12, -0.02, -0.05], [0.07, -0.49, 0.36], [-0.18, 0.95, -0.55], [0.13, -0.11, -1.14], [0.40, 0.16, -0.30], [-0.30, -0.13, 1.18], [-0.32, 0.01, -0.16], [0.86, 0.00, 0.18], [-0.17, -0.02, 0.34], [0.21, 0.22, 0.10], [-1.04, 0.41, 0.11], [0.89, -0.55, -0.04], [0.07, 0.01, -0.03], [0.56, -0.12, -0.10], [-0.53, 0.04, -0.36], [0.81, 0.19, -0.11], [-0.61, -0.47, 0.69], [-1.24, 0.76, -0.74], [1.06, 0.02, -0.66], [-0.18, -0.35, -0.25], [-0.89, 0.15, 1.32], [-0.21, 0.11, -0.20], [0.04, 0.46, -0.15], [0.16, -0.71, 0.43], [0.14, 0.28, -0.15], [-0.14, 0.13, 0.12], [-0.11, -0.66, 0.31], [-0.50, 0.26, 0.27], [0.22, 0.30, 0.03], [-0.39, -0.06, -0.17]], "charge": 1, "homo_energy_ev": -12.84, "homo_lumo_gap_ev": 10.00}

---

no.,DFT total energy (eV)
1,-192352.1743
2,-32354.6996
3,-58571.1029
4,-35410.1234